1.
C23H57B2F4HfN10O4SSi4Te | wB97M-V/def2-TZVPD

Calculated values
Orbital gap   5.74 eV
Highest occupied orbital energy   -0.560 hartree
Multiplicity   1
Net charge   +3

XYZ file:
```
107
Properties=species:S:1:pos:R:3:lowdin_charge:R:1
H -3.1813 -4.3975 -4.6244 0.095
H -2.4648 2.0975 2.2032 0.125
H -0.7792 -5.1274 -1.7184 0.074
H 2.9188 -0.7402 -1.7827 0.090
H -1.4353 -1.2536 2.8999 0.110
H -5.5377 -3.9640 -0.2576 0.115
O -0.0505 -2.5300 0.5630 0.014
H 4.8539 2.4702 0.4152 0.027
H -0.2413 -0.1406 3.5749 0.072
N 1.2391 1.8377 -4.1429 0.130
C 1.2640 0.9338 -3.1603 -0.827
H -2.5042 -0.7700 -4.8590 0.090
F -4.2385 2.6406 -1.7042 0.306
H -4.0768 -4.9805 -0.2807 0.102
C -1.0509 -3.3448 -3.6231 -0.412
C -1.6498 -1.4169 -5.0513 -0.040
H 1.4762 6.0553 0.3057 0.036
C -1.4129 2.0470 1.9142 -0.011
H 0.6670 2.6550 -4.0147 0.109
H 4.2040 -1.7955 1.7333 0.041
H 3.1177 -1.7005 5.3513 0.059
H -6.6222 -1.9207 -1.7667 0.119
H 1.6983 5.3253 6.4562 0.057
H -1.5507 -5.9799 -5.2672 0.102
O -1.9281 -3.8696 -0.3031 0.043
C 4.6120 -0.9717 2.3214 -0.214
H -0.8990 5.9150 4.6784 0.055
N 0.0288 -1.1044 0.3182 -0.252
Si 1.9320 3.2459 2.4431 0.634
N -3.8201 -0.8496 -1.4132 0.052
N 1.8837 -0.2323 -3.4063 -0.077
H 3.0826 1.8546 4.8521 -0.004
C 3.8905 1.3381 4.3285 -0.224
C -5.8042 -1.8527 -2.4891 0.035
H -0.1543 2.7919 6.5246 0.055
N -0.5030 -2.6392 -2.6271 0.013
C -4.6830 -4.2846 -0.8539 0.050
N -0.8097 -4.6620 -3.7711 -0.131
H -0.7665 -0.9857 -4.5946 0.060
H 4.6285 1.0513 5.0811 0.061
O -2.6834 1.6686 -0.3973 0.151
H -0.7908 2.0296 2.8055 0.022
H 2.4794 5.8124 -1.1129 0.053
H 0.6831 -5.6229 -2.6083 0.105
B -1.3890 -3.0741 0.8400 -1.083
H 1.2969 4.5867 -0.6657 0.017
H 2.6597 5.5859 5.0079 0.037
H 1.5504 1.6300 -5.0797 0.125
H 4.0056 6.2953 2.3011 0.035
H 0.2502 -1.7127 2.8913 0.082
H 2.8402 4.0951 5.9384 0.034
Si 3.3342 4.4325 0.7681 0.397
Si 3.2937 -0.2073 3.4160 0.451
H -0.7131 -4.5353 -5.8703 0.095
F -2.3080 -1.8747 0.9020 0.020
C -2.9847 -3.4614 -5.1408 -0.038
C 4.2215 3.0931 -0.2203 -0.223
H 2.0653 -2.2873 4.0770 0.041
H -0.8380 -6.5027 -2.8158 0.108
H 3.5006 2.4516 -0.7310 -0.017
N -1.8684 0.6411 -0.0105 -0.048
H 0.1212 -3.2469 -2.1026 0.063
C -0.0084 2.5490 5.4694 -0.193
H -5.0721 -4.7844 -1.7443 0.110
H -3.8686 -2.8232 -5.0693 0.092
C -1.2113 0.8345 1.0721 -0.332
N -2.6106 -2.9818 -1.1169 -0.064
H 5.1661 6.0708 1.0025 0.051
Te 1.7923 0.8610 1.4443 1.119
H 4.3767 2.0490 3.6529 0.027
H -5.9270 -0.9138 -3.0241 0.100
C -0.4233 -0.8680 2.7871 -0.046
F -1.7582 0.0422 -2.6178 -0.409
H 4.8647 3.5475 -0.9763 0.051
C -4.5011 -1.8677 -1.7815 -0.203
C -0.7269 -5.2878 -5.0871 -0.024
C 2.4118 -1.3845 4.5791 -0.182
C -0.5290 5.2569 3.8887 -0.197
H 1.5568 -0.9328 5.0811 0.031
Si 0.7238 4.0517 4.5978 0.467
H -0.9842 2.2670 5.0737 0.032
O -4.3374 0.3733 -1.7566 0.160
H -0.0881 5.9007 3.1260 0.033
H 5.1774 4.9779 2.3765 0.036
C 2.0196 5.3009 -0.2648 -0.199
C -0.2359 -0.2599 1.4099 -0.613
C 4.5238 5.5403 1.7088 -0.201
H -5.8960 -2.7005 -3.1655 0.098
B -3.7182 1.5043 -1.2982 -0.724
F -1.4476 -3.7756 1.9844 0.244
N 2.1503 -1.1014 -2.3434 0.020
S 0.6306 1.2826 -1.6371 0.641
C 2.1192 4.8294 5.5777 -0.194
H -1.5010 -1.4800 -6.1331 0.104
H 0.2064 -5.8492 -5.1440 0.105
H 5.0249 -0.2334 1.6321 0.027
Hf -1.2981 -1.1579 -1.2139 1.659
N -1.8655 -2.7581 -4.5328 -0.143
H 0.6513 1.6802 5.4308 0.015
H -1.2202 2.9469 1.3231 0.109
H 2.3967 -0.3465 -4.2696 0.160
C -0.4045 -5.5155 -2.6613 -0.014
H 2.4243 -1.9946 -2.7302 0.098
C -3.8687 -3.1163 -1.2630 -0.206
H 5.4347 -1.3715 2.9173 0.054
H -1.3965 4.7629 3.4505 0.030
H -2.8128 -3.6661 -6.1996 0.102
```

***

2.
C23H57B2F4HfN10O4SSi4Te | wB97M-V/def2-TZVPD

Calculated values
Orbital gap   6.24 eV
Highest occupied orbital energy   -0.537 hartree
Multiplicity   1
Net charge   +3

XYZ file:
```
107
Properties=species:S:1:pos:R:3:lowdin_charge:R:1
N -2.1188 1.7403 -1.7511 0.013
O 1.7092 4.1497 -3.2843 0.149
H 0.3947 -5.8240 4.5006 0.034
H 0.7797 -1.8872 5.7248 0.005
C 1.6857 1.2371 5.3816 -0.212
H 3.4762 -3.4107 1.6161 0.009
H -4.5978 3.9981 -3.6402 0.109
H 1.0594 5.5945 2.1452 0.134
Si 1.6529 -4.7304 2.6595 0.360
H 4.7069 -1.1388 4.1522 0.035
N -0.3229 2.2189 -3.8614 -0.009
H -2.1475 -0.5921 -0.9832 0.062
F 1.2148 -2.6011 -0.8603 0.277
C 3.1522 2.5498 -2.7307 -0.233
H -1.2693 -0.0348 4.2524 0.006
H 5.1983 0.5701 -3.0001 0.116
H -2.8240 -3.2054 5.7610 0.054
H 2.0129 -6.4901 4.3223 0.054
H -4.7036 0.2737 -4.1680 0.096
H -3.8896 4.1914 -2.0371 0.105
C 1.0533 3.7814 1.1746 -0.781
H -0.2528 -5.8903 1.5690 0.035
H -0.6484 1.5869 1.4527 0.062
H 3.9081 -5.1172 1.7469 0.047
H -5.4190 -0.8069 -2.9563 0.100
H -0.8330 4.2279 1.8454 0.170
H 4.1714 3.6351 -4.2417 0.118
H 0.5966 1.1789 5.3784 0.023
C -0.2967 -0.0569 -4.2932 -0.195
H 1.9902 2.0924 4.7763 0.033
H 5.2433 2.9358 -3.0124 0.089
B 1.2506 -1.4749 -1.5392 -0.821
O 2.3219 -0.6409 -1.2741 0.096
C -0.5410 1.3511 -4.7704 -0.195
Si 2.4623 -0.3297 4.7692 0.265
C 4.3051 -0.2516 4.6431 -0.214
H -5.7554 1.0540 -1.8047 0.089
H -3.8483 -3.2155 2.8061 0.051
H -1.0776 2.6833 -6.3492 0.100
H -2.5706 -4.3498 2.3807 0.035
N -4.2155 2.1924 -2.6923 -0.146
H -6.2573 1.9817 -3.2319 0.104
H 2.5610 5.0868 1.4657 0.117
C -0.4480 -1.2058 -5.2207 0.039
H -2.2518 -0.2024 2.7892 0.020
H 0.2390 -1.0937 -6.0622 0.116
H -0.2467 -2.1484 -4.7232 0.098
C -2.8088 -3.2894 2.4769 -0.200
H 1.7913 -4.9548 5.1490 0.025
C 3.4170 -4.2886 2.2620 -0.208
H -2.9895 -0.4139 4.3824 0.049
N 1.5978 4.8833 1.6746 0.150
C -2.0865 -0.5960 3.7953 -0.215
N -3.5184 0.0040 -2.4524 -0.128
H -2.7344 -2.8338 1.4874 0.020
N -0.2322 3.5323 1.4292 -0.036
O 0.3275 -1.3697 -2.5738 0.118
H -1.8975 1.1108 -6.3844 0.110
C 4.2797 3.4046 -3.1802 0.041
N 1.9222 2.8877 -2.7859 -0.018
H 1.3009 -6.5630 1.0827 0.053
F -0.1413 0.1479 -0.3989 -0.456
C 1.4372 -5.5604 4.3146 -0.199
S 1.9957 2.6261 0.3455 0.699
C 0.7692 -5.6304 1.2888 -0.197
H 4.7365 -0.1944 5.6465 0.054
Hf 0.1357 1.7445 -1.5557 1.580
H 5.2894 1.1747 -1.3496 0.119
Te 1.6743 -0.5893 2.3083 0.724
C 1.8709 -1.8324 5.6967 -0.217
C -1.7934 -3.2388 5.3982 -0.194
Si 0.5158 -2.6395 2.9164 0.428
C 4.6915 0.5675 -2.0335 0.039
H 4.2396 4.3592 -2.6527 0.117
F 0.2069 5.6946 -4.0593 0.325
B 0.4556 4.4421 -3.7959 -0.739
N -0.8239 2.3940 0.8518 -0.022
H -1.1704 -2.7445 6.1431 0.027
H -1.4583 -1.2203 -5.6337 0.108
H 2.2710 -2.7528 5.2625 0.012
H -2.1996 2.7386 -1.5795 0.031
C -3.8663 3.5836 -2.9487 -0.026
C -2.7790 -1.0300 -1.7481 -0.026
C -0.9559 1.6204 -6.1706 0.043
C -5.6253 1.9867 -2.3442 -0.024
H -2.1623 -1.6054 -2.4403 0.085
Si -1.7201 -2.4265 3.7227 0.351
H 2.2160 -1.7942 6.7336 0.066
H 4.6351 0.6253 4.0844 0.040
H -2.8849 3.6579 -3.4114 0.079
N 2.2369 0.6224 -1.8248 -0.047
H 2.0088 1.4238 6.4098 0.054
H -0.2119 1.2232 -6.8639 0.114
H 4.6383 -0.4470 -1.6541 0.097
H -1.8236 2.5480 0.7788 0.111
C -4.4875 -0.4904 -3.4264 -0.027
H 0.7412 -5.0556 0.3621 0.023
H -1.4965 -4.2879 5.3561 0.034
N 0.0771 -0.1102 -3.0732 0.007
O -0.5128 3.5352 -4.2158 0.125
H -3.4877 -1.7194 -1.2848 0.104
H -5.9492 2.8022 -1.6953 0.102
F -0.2835 3.6818 -1.4459 -0.404
H 3.9862 -4.0810 3.1702 0.039
C 3.3424 1.1683 -2.1620 -0.233
H -4.0550 -1.3578 -3.9264 0.096
C -3.2619 1.3140 -2.2834 -0.402
```

***

In kcal/mol, relative to the most stable structure: 1 100.5; 2 0.0.